Record 1
Below is a cluster of 10 separate species, C28H60F12N6O20 in total in a non-equilibrium geometry, with properties calculated with ωB97M-V/def2-TZVPD.

Last column: Löwdin charge in e.
Positions of all 126 atoms, in Å:
C  2.522  -1.325  0.700  -0.037
C  1.403  -0.374  0.364  -0.298
C  1.257  0.754  1.341  -0.212
O  0.212  1.677  1.179  -0.147
C  -1.029  1.154  1.626  -0.081
N  1.496  0.078  -1.093  0.241
H  0.600  0.531  -1.320  0.127
H  2.229  0.786  -1.161  0.120
H  1.552  -0.677  -1.778  0.107
H  2.616  -2.064  -0.095  0.056
H  2.434  -1.710  1.715  0.083
H  3.454  -0.746  0.729  0.067
H  0.420  -0.843  0.235  0.123
H  2.216  1.279  1.436  0.120
H  1.338  0.253  2.319  0.137
H  -1.235  0.287  0.986  0.071
H  -1.825  1.867  1.413  0.083
H  -0.961  0.959  2.699  0.096
C  3.316  -7.230  0.199  -0.047
C  2.925  -5.806  -0.177  -0.320
C  4.076  -4.800  -0.294  -0.152
O  5.007  -5.107  -1.307  -0.158
C  6.042  -6.023  -0.999  -0.116
N  2.070  -5.818  -1.399  0.238
H  1.110  -6.105  -1.221  0.161
H  2.054  -4.902  -1.906  0.133
H  2.433  -6.389  -2.169  0.163
H  2.380  -7.761  0.408  0.078
H  4.082  -7.333  0.958  0.079
H  3.610  -7.810  -0.684  0.077
H  2.264  -5.408  0.599  0.086
H  4.554  -4.626  0.671  0.148
H  3.577  -3.913  -0.699  0.111
H  5.934  -6.694  -0.144  0.068
H  6.938  -5.415  -0.844  0.088
H  6.299  -6.676  -1.835  0.081
C  -2.903  -2.600  -0.473  -0.027
C  -3.132  -2.528  1.049  -0.304
C  -4.233  -1.536  1.356  -0.166
O  -4.326  -1.349  2.778  -0.186
C  -5.505  -0.714  3.195  -0.122
N  -3.534  -3.916  1.479  0.238
H  -4.324  -4.142  0.876  0.166
H  -2.740  -4.541  1.327  0.165
H  -3.823  -3.971  2.455  0.166
H  -3.874  -2.752  -0.963  0.090
H  -2.254  -3.405  -0.814  0.069
H  -2.535  -1.662  -0.885  0.101
H  -2.173  -2.244  1.484  0.136
H  -5.185  -1.845  0.906  0.135
H  -4.035  -0.513  1.038  0.125
H  -5.600  -0.614  4.274  0.085
H  -6.331  -1.408  2.962  0.080
H  -5.850  0.206  2.715  0.100
N  5.061  1.487  -0.514  -0.599
O  4.845  1.005  0.604  -0.048
O  4.127  1.555  -1.366  -0.113
O  6.199  1.872  -0.850  -0.050
N  0.070  1.478  -4.122  -0.621
O  -0.253  2.324  -4.975  -0.059
O  -0.639  1.258  -3.110  -0.100
O  1.203  0.920  -4.156  -0.093
N  0.437  -3.796  1.769  -0.576
O  1.143  -4.826  1.799  -0.079
O  0.297  -3.032  2.756  -0.036
O  -0.185  -3.529  0.700  -0.073
C  -6.022  -0.620  -4.432  -0.534
O  -5.975  0.387  -3.398  -0.113
O  -7.011  -1.492  -4.224  -0.235
C  -6.038  0.263  -5.731  -0.527
F  -6.863  1.321  -5.844  0.119
F  -4.782  0.666  -5.992  0.112
F  -6.333  -0.559  -6.804  0.056
C  -5.354  0.000  -2.194  -0.319
C  -4.928  1.230  -1.420  -0.060
H  -4.562  0.995  -0.421  0.041
H  -4.149  1.598  -2.094  0.090
H  -5.706  1.991  -1.405  0.077
H  -4.494  -0.674  -2.294  0.097
H  -6.084  -0.627  -1.658  0.097
H  -5.013  -1.064  -4.450  0.129
C  1.628  -2.889  -3.620  -0.483
O  2.441  -2.363  -2.549  -0.135
O  2.178  -4.010  -4.138  -0.216
C  0.149  -3.033  -3.098  -0.527
F  -0.207  -1.868  -2.512  0.110
F  -0.770  -3.316  -4.029  0.146
F  -0.069  -3.920  -2.088  0.068
C  3.692  -1.986  -2.978  -0.279
C  4.395  -1.088  -1.927  -0.073
H  3.777  -0.267  -1.554  0.019
H  4.735  -1.671  -1.067  0.067
H  5.214  -0.532  -2.386  0.087
H  3.771  -1.338  -3.862  0.129
H  4.400  -2.794  -3.200  0.104
H  1.411  -2.115  -4.369  0.148
C  -4.086  7.667  2.222  -0.561
O  -3.452  6.386  2.130  -0.108
O  -3.323  8.613  1.693  -0.197
C  -5.472  7.404  1.523  -0.525
F  -6.188  6.442  2.175  0.075
F  -6.260  8.514  1.580  0.073
F  -5.437  7.077  0.207  0.112
C  -2.419  6.167  3.040  -0.302
C  -2.030  4.693  2.924  -0.097
H  -1.192  4.326  3.526  0.060
H  -2.784  4.050  3.405  0.058
H  -1.960  4.406  1.877  0.073
H  -2.631  6.385  4.094  0.108
H  -1.497  6.707  2.802  0.113
H  -4.394  7.792  3.281  0.123
C  5.476  5.897  3.659  -0.559
O  4.601  4.818  3.199  -0.081
O  6.529  5.438  4.326  -0.223
C  5.694  6.869  2.517  -0.535
F  6.291  6.355  1.410  0.108
F  4.584  7.497  2.077  0.109
F  6.577  7.849  2.926  0.062
C  3.236  5.028  3.370  -0.304
C  2.415  3.871  2.738  -0.078
H  2.318  2.940  3.301  0.060
H  1.394  4.263  2.652  0.057
H  2.663  3.573  1.718  0.072
H  2.857  5.912  2.846  0.103
H  2.863  5.072  4.403  0.106
H  4.879  6.516  4.369  0.125

Total charge   -4
Frontier orbital gap   0.123 Ha
Lowest unoccupied orbital energy   4.38 eV

***

Record 2
Below is a cluster of 2 separate species, C4H9N2S2 in total in a non-equilibrium geometry, with properties calculated with ωB97M-V/def2-TZVPD.

Last column: Mulliken spin population.
Positions of all 17 atoms, in Å:
C  -0.256  -0.741  1.126  0.533
C  0.441  0.918  -0.775  -0.027
C  1.539  0.770  0.220  0.048
C  0.810  -2.057  3.287  -0.013
N  1.362  0.071  1.227  -0.064
N  -1.102  -0.333  -3.561  0.015
S  -0.943  -0.104  -0.251  0.654
S  -0.757  -1.739  2.373  0.743
H  0.064  1.901  -0.662  0.037
H  0.815  0.749  -1.749  0.018
H  2.602  1.198  0.181  -0.001
H  0.561  -3.064  3.583  0.016
H  0.845  -1.360  4.237  0.043
H  1.610  -1.963  2.577  0.000
H  -1.430  -1.182  -3.967  -0.001
H  -0.823  0.265  -4.295  0.000
H  -1.823  0.006  -2.966  0.000

Total charge   +1
Frontier orbital gap (spin up / spin down)   0.288 / 0.182 Ha
Multiplicity   3
Lowest unoccupied orbital energy (spin up / spin down)   -3.51 / -8.30 eV
ΔE to the lowest compared entry with this formula, charge and spin   2.436 eV